95
Properties=species:S:1:pos:R:3:forces:R:3 method="wB97M-V/def2-TZVPD" e_above_lowest_ev=0.000 homo_energy_ev="-12.6 / -13.8" largest_force_ev_per_a=1.0 s2=6.024 orbital_gap_ha="0.2828 / 0.2328" total_charge=+2 multiplicity=5 e_lumo_ev="-4.888 / -7.480"
Os -0.093 -0.034 0.141 -0.885 0.067 0.511
Ge -1.514 3.033 0.712 0.114 0.134 -0.123
S -0.541 -2.410 0.579 0.297 0.086 -0.222
P 2.155 -0.443 -0.652 0.340 -0.688 -0.068
P 1.837 -0.166 2.136 0.203 0.279 -0.209
O -1.920 0.075 1.022 0.148 0.052 -0.103
N 2.920 -0.427 0.838 0.032 0.034 0.083
N -2.629 -1.001 1.401 -0.040 0.039 0.051
N -1.407 -0.430 -2.047 0.030 0.074 -0.149
C 3.960 2.429 4.497 0.002 -0.023 -0.020
C 2.683 3.723 2.919 -0.005 -0.020 -0.010
C -3.273 -0.774 -4.925 0.025 -0.029 0.040
C 3.591 3.659 3.969 0.006 -0.026 0.002
C 3.761 0.097 -2.861 0.015 0.087 -0.035
C 2.236 -2.110 -1.333 0.022 0.061 -0.137
C 2.141 2.553 2.409 0.070 -0.005 0.074
C -3.772 1.398 -3.731 0.017 -0.025 0.028
C -2.671 0.428 -4.186 0.063 0.043 0.045
C -1.647 1.155 -5.073 0.019 -0.038 0.049
C -0.225 1.926 -0.412 0.087 -0.222 0.095
C 4.175 2.744 -2.071 -0.002 0.023 -0.021
C -0.952 4.859 0.346 0.001 0.074 0.010
C 1.399 -3.743 -2.895 0.019 0.013 0.034
C 4.611 0.920 -3.590 -0.021 0.022 -0.015
C 1.763 -2.365 5.529 -0.023 -0.002 -0.026
C 2.510 1.312 2.932 -0.107 0.055 0.102
C -4.632 -1.796 2.334 -0.073 -0.060 0.041
C -3.857 -0.757 1.915 0.037 0.073 -0.015
C 3.128 0.604 -1.729 -0.174 0.190 0.045
C 1.343 -2.472 -2.344 0.025 0.001 -0.021
C 2.095 -1.509 3.300 -0.125 0.039 0.102
C -1.366 2.675 2.623 0.006 -0.046 0.059
C 3.424 1.255 3.982 0.078 0.038 0.041
C -4.135 -3.100 2.225 0.007 -0.030 -0.003
C 4.377 -0.281 1.008 0.005 -0.065 -0.001
C 4.821 2.234 -3.193 0.003 -0.048 -0.013
C 3.228 -4.300 -1.429 0.001 -0.015 0.017
C 2.337 -4.658 -2.432 -0.008 0.007 0.001
C 2.408 -3.542 5.167 -0.003 0.011 -0.001
C -3.313 2.781 0.011 -0.033 -0.093 -0.006
C 3.183 -3.025 -0.883 0.031 -0.009 -0.013
C -1.961 -0.056 -2.982 -0.159 -0.025 -0.146
C -2.106 -2.235 1.268 0.058 0.072 0.008
C -2.885 -3.314 1.697 -0.030 -0.068 0.024
C 3.327 1.933 -1.341 0.016 -0.004 -0.013
C 2.704 -2.704 2.932 0.000 -0.053 -0.031
C 1.602 -1.350 4.599 -0.010 -0.022 0.014
C 2.870 -3.714 3.869 -0.015 -0.003 -0.017
H -3.359 2.223 -3.149 -0.008 -0.004 -0.029
H -0.815 5.015 -0.725 -0.002 0.026 0.029
H -4.031 2.963 0.814 -0.027 -0.017 -0.068
H -3.498 3.513 -0.777 -0.023 -0.044 0.006
H -2.506 -1.502 -5.191 -0.014 0.025 -0.014
H 1.418 2.601 1.606 -0.061 0.023 -0.009
H 0.603 -1.763 -2.699 0.006 -0.028 0.021
H -1.733 5.539 0.694 0.068 0.032 -0.010
H 0.733 2.451 -0.332 -0.060 0.017 -0.015
H -1.006 1.670 2.842 -0.009 0.027 0.025
H 1.106 -0.428 4.887 0.039 -0.032 0.010
H 3.898 -2.745 -0.119 -0.037 -0.046 0.006
H -4.259 1.812 -4.614 -0.004 -0.018 0.012
H 3.727 0.302 4.400 -0.035 0.049 -0.021
H 2.832 2.324 -0.458 0.104 -0.028 -0.003
H 2.392 4.683 2.509 0.005 -0.037 0.018
H 3.603 -0.926 -3.176 0.015 -0.008 0.042
H -4.525 0.887 -3.130 0.019 0.019 -0.006
H 5.110 0.530 -4.467 -0.005 0.018 0.028
H 2.546 -4.329 5.897 -0.013 0.018 -0.019
H 1.388 -2.237 6.537 0.023 0.000 -0.029
H 2.375 -5.654 -2.856 0.001 0.033 0.011
H 4.910 -0.783 0.202 -0.018 0.012 -0.025
H -5.610 -1.592 2.744 0.013 -0.017 -0.007
H -4.139 0.285 1.957 0.048 -0.011 -0.026
H 4.672 -0.736 1.953 0.008 -0.035 0.000
H -0.692 3.399 3.079 -0.010 -0.030 0.035
H -4.735 -3.938 2.552 0.018 0.020 -0.006
H -0.860 0.477 -5.406 -0.013 0.015 0.002
H -2.470 -4.307 1.597 -0.030 0.015 0.005
H 3.361 -4.636 3.587 -0.018 0.027 0.003
H 3.961 -5.013 -1.073 -0.014 0.029 -0.023
H 3.041 -2.850 1.913 0.027 0.016 0.038
H -2.352 2.793 3.077 0.044 -0.007 0.022
H 5.495 2.865 -3.759 -0.032 -0.014 0.004
H -0.024 5.109 0.864 -0.029 -0.008 -0.035
H -1.188 1.993 -4.546 -0.013 -0.007 -0.013
H -3.742 -0.418 -5.842 -0.007 -0.005 0.020
H 4.667 0.769 1.018 -0.023 0.022 0.009
H -3.470 1.778 -0.389 -0.005 0.043 0.029
H 0.710 -4.023 -3.680 0.008 0.008 0.019
H -0.596 2.049 -1.432 0.010 -0.010 -0.041
H -4.031 -1.271 -4.320 0.019 0.006 -0.012
H 4.671 2.379 5.312 -0.029 0.010 -0.025
H 4.338 3.770 -1.768 0.002 -0.032 -0.010
H -2.161 1.543 -5.952 0.007 -0.008 0.007
H 4.009 4.570 4.378 -0.006 -0.024 -0.011

---

92
Properties=species:S:1:pos:R:3:forces:R:3 method="wB97M-V/def2-TZVPD" e_above_lowest_ev=0.745 homo_energy_ev=-11.2 largest_force_ev_per_a=1.4 orbital_gap_ha=0.3164 total_charge=+1 e_lumo_ev=-2.583
Ti -0.124 0.908 0.604 -0.465 1.235 -0.375
S -2.638 0.857 -1.113 -1.420 0.095 -0.162
Si 1.710 -1.816 0.877 0.860 -0.615 0.116
O 0.474 -0.742 0.814 0.402 -0.796 -0.038
N -2.104 0.608 0.395 0.106 -0.246 -0.283
N 0.166 1.607 -0.917 0.228 -0.756 0.323
C 4.323 -1.328 2.078 -0.105 -0.067 0.050
C 4.648 1.104 0.799 -0.075 0.170 -0.040
C -0.271 -3.510 1.936 0.086 0.066 -0.073
C -0.330 0.946 3.708 0.032 0.024 0.092
C -3.636 2.372 -1.012 0.220 0.031 0.076
C -3.612 3.136 0.138 0.111 -0.116 0.083
C -0.379 2.761 2.109 -0.025 0.335 0.511
C -6.275 -1.800 -1.816 0.059 0.002 -0.013
C -5.221 -1.797 -2.717 -0.109 -0.041 -0.005
C 3.449 0.414 0.698 0.024 -0.179 0.099
C -4.367 4.300 0.201 -0.078 0.004 -0.087
C 5.514 -0.628 2.213 0.015 -0.031 0.034
C 1.716 3.915 1.332 0.003 -0.059 0.013
C 2.815 -3.891 -3.186 -0.005 0.035 -0.014
C -4.395 2.747 -2.111 0.131 -0.060 -0.090
C 3.358 -2.359 -1.414 -0.007 0.052 0.053
C 3.698 -2.999 -2.597 0.040 -0.065 -0.055
C -5.103 -0.239 -0.412 0.005 0.025 0.134
C -0.032 2.471 -3.198 0.017 -0.065 0.253
C 1.720 1.975 2.967 -0.024 -0.066 -0.052
C -1.048 1.824 2.905 -0.032 0.316 0.261
C 3.265 -0.823 1.321 -0.253 -0.184 0.017
C 5.683 0.585 1.561 0.054 -0.023 0.040
C 1.367 -2.630 3.575 0.026 0.060 -0.100
C 2.158 1.614 -2.354 -0.204 0.056 0.142
C -6.211 -1.030 -0.659 0.016 0.008 0.028
C 2.122 -2.581 -0.802 -0.207 0.099 0.257
C -4.101 -1.015 -2.472 0.188 0.034 -0.015
C 0.630 1.429 -2.282 0.228 0.149 -0.690
C -4.057 -0.239 -1.325 0.302 0.021 -0.072
C -5.136 4.681 -0.888 0.032 0.051 0.061
C 1.576 -4.118 -2.602 -0.024 -0.047 0.046
C 1.054 1.035 3.742 -0.016 0.022 0.038
C 1.236 -3.463 -1.429 -0.066 0.060 0.014
C 2.056 -4.425 1.962 0.017 0.085 -0.039
C -5.150 3.906 -2.041 -0.015 -0.038 -0.035
C 1.212 -3.158 2.142 0.022 0.131 -0.107
C 0.330 0.007 -2.812 0.021 0.391 0.331
C 1.022 2.840 2.121 -0.020 0.243 0.104
H 2.661 0.736 -1.949 0.059 0.048 -0.038
H 0.259 -3.639 -0.993 0.018 -0.061 -0.038
H -0.597 -4.212 2.709 0.003 -0.018 0.006
H 1.357 4.896 1.648 0.021 0.007 0.005
H 2.466 1.737 -3.392 0.023 -0.031 -0.006
H -4.360 4.902 1.099 0.011 -0.006 0.005
H -7.154 -2.399 -2.012 0.015 -0.017 -0.011
H 6.314 -1.039 2.815 0.012 0.008 -0.019
H -0.897 -2.617 1.998 -0.041 -0.046 0.014
H -5.725 5.588 -0.839 -0.012 -0.013 -0.015
H 2.385 -2.297 3.788 -0.043 -0.013 0.048
H 1.623 0.388 4.398 0.006 -0.030 -0.044
H 2.469 2.500 -1.796 0.022 0.004 -0.002
H 4.666 -2.816 -3.048 -0.010 0.005 -0.011
H 2.646 0.821 0.092 0.055 0.109 -0.017
H -5.272 -2.397 -3.615 0.017 -0.002 0.004
H -5.756 4.199 -2.887 0.017 0.015 -0.003
H 1.500 3.807 0.268 0.025 -0.004 0.007
H 0.339 2.360 -4.217 -0.047 0.015 -0.030
H -0.847 0.240 4.343 -0.016 -0.034 -0.051
H 0.197 3.478 -2.847 -0.008 0.023 -0.035
H 0.891 -0.172 -3.730 -0.019 -0.026 -0.006
H 0.633 -0.723 -2.063 0.024 -0.112 -0.083
H -0.729 -0.116 -3.027 -0.126 -0.056 -0.021
H -0.938 3.515 1.567 -0.009 -0.105 -0.155
H 4.218 -2.288 2.570 0.080 0.011 -0.022
H -0.445 -3.983 0.969 -0.039 -0.012 0.028
H 6.622 1.117 1.642 -0.011 0.017 -0.001
H -5.063 0.388 0.471 -0.028 0.020 -0.018
H 3.121 -4.230 2.111 -0.006 -0.054 0.001
H -7.035 -1.035 0.041 0.005 0.002 0.002
H 4.780 2.043 0.275 -0.014 0.006 0.002
H 0.887 -4.825 -3.047 -0.019 0.045 -0.039
H -4.403 2.136 -3.007 -0.034 0.020 -0.013
H 2.792 2.065 3.059 0.086 -0.054 -0.161
H -2.619 -0.117 0.880 -0.170 0.082 0.042
H 3.089 -4.412 -4.094 0.013 0.017 -0.007
H -3.017 2.804 0.978 -0.023 0.026 0.010
H -2.128 1.837 2.964 -0.012 -0.082 -0.168
H 1.749 -5.187 2.685 0.014 0.010 0.027
H -1.117 2.347 -3.203 0.004 0.028 -0.020
H 1.112 -3.416 4.290 -0.016 -0.002 0.015
H 4.070 -1.679 -0.960 0.002 -0.051 -0.018
H 1.933 -4.843 0.962 0.038 -0.025 0.013
H -3.272 -1.005 -3.170 -0.013 0.001 -0.002
H 2.792 3.878 1.488 0.033 -0.009 -0.043
H 0.690 -1.789 3.749 0.015 -0.001 0.032